Record 1
Molecular formula: C20H30LiO15
Method: DFT, ωB97M-V with the def2-TZVPD basis set

Geometry as XYZ:
```
66
Properties=species:S:1:pos:R:3:lowdin_charge:R:1
Li 6.98177 -61.35483 9.28456 0.71
C 10.35238 -56.28722 11.28008 -0.03
C 10.65003 -57.34706 10.20855 -0.33
C 11.14003 -58.68226 10.67824 -0.12
O 10.35857 -59.55073 9.98891 0.12
C 9.26605 -59.00628 9.53811 -0.43
O 8.26360 -59.65975 9.06615 0.05
O 9.42727 -57.65393 9.58252 0.10
H 11.43502 -56.15536 12.01491 0.18
H 9.63959 -56.47082 12.08315 0.06
H 10.27665 -55.31067 10.83379 0.07
H 11.42383 -56.84970 9.46105 0.20
H 11.04837 -58.62534 11.64558 0.06
H 12.17427 -58.91015 10.41568 0.16
C 2.38552 -65.35488 11.44321 -0.03
C 2.91591 -64.93357 10.12232 -0.29
C 2.07317 -63.80207 9.36297 -0.05
O 3.11611 -62.86699 9.04727 0.01
C 4.36252 -63.28094 9.43245 -0.41
O 5.40944 -62.53283 9.38747 -0.01
O 4.26563 -64.41523 10.14692 0.11
H 2.33369 -64.50855 12.19463 0.11
H 3.12198 -66.06338 11.84654 0.09
H 1.41182 -65.85700 11.56491 0.10
H 2.94246 -65.71960 9.57451 0.08
H 1.27566 -63.08109 9.93858 0.17
H 1.56339 -63.92031 8.27505 0.17
C 6.34482 -56.03599 11.62054 -0.03
C 5.09899 -56.78493 11.21178 -0.25
C 4.56961 -56.52353 9.78046 -0.11
O 4.93358 -57.64594 9.07038 0.08
C 5.31212 -58.64112 9.94615 -0.55
O 5.39090 -59.85298 9.62101 0.04
O 5.40983 -58.19824 11.09982 0.13
H 7.27176 -56.31093 11.10974 0.06
H 6.51913 -56.24382 12.66956 0.05
H 6.07307 -54.71979 11.70561 0.20
H 4.30154 -56.78483 11.96574 0.16
H 5.19397 -55.80322 9.22758 0.15
H 3.62002 -56.18616 9.74826 0.10
C 8.10468 -59.51846 15.01739 -0.07
C 8.88797 -59.56728 13.75192 -0.27
C 9.89888 -60.84358 13.87424 -0.07
O 9.46961 -61.57724 12.78215 0.09
C 8.35597 -61.18796 12.26382 -0.64
O 7.87840 -61.74939 11.35985 0.17
O 7.91940 -60.00090 12.72891 0.08
H 8.67302 -59.15295 16.01189 0.15
H 7.26711 -60.22426 15.08444 0.10
H 7.28087 -58.77327 15.00580 0.08
H 9.28276 -58.64451 13.47295 0.11
H 9.61529 -61.55679 14.76871 0.18
H 10.85770 -60.19785 13.94168 0.16
C 12.80415 -63.62331 7.60057 0.01
C 11.44721 -64.37013 7.84564 -0.18
C 11.05368 -64.60782 9.35062 -0.13
O 9.74975 -64.17570 9.56405 0.09
C 9.32909 -63.40281 8.53707 -0.56
O 8.28749 -62.89777 8.43371 0.15
O 10.25126 -63.45266 7.53360 0.05
H 12.81007 -63.30937 6.44091 0.15
H 13.49308 -64.03144 7.92773 -0.07
H 12.80891 -62.65820 8.13963 0.10
H 11.35883 -65.31077 7.19528 0.17
H 11.91933 -64.32764 9.95904 0.13
H 11.10835 -65.69483 9.47188 0.13
```

Output
Energy   -1915.884458 Eh
Energy above the lowest of the compared OMol25 structures with the same formula, charge and spin   394.10 kJ/mol
HOMO   -0.4663 Eh
Largest force on an atom   17.63 eV Å⁻¹
Net charge   +1
LUMO level   -1.74 eV
Multiplicity   1

Record 2
Molecular formula: C12H24Br12
Method: DFT, ωB97M-V with the def2-TZVPD basis set

Geometry as XYZ:
```
48
Properties=species:S:1:pos:R:3:lowdin_charge:R:1
Br 3.36215 -3.39874 5.91158 0.59
C 2.90093 -3.27644 3.96652 -0.68
C 3.19326 -4.66709 3.38841 -0.67
Br 2.98873 -4.58493 1.41704 0.71
H 3.60877 -2.64576 3.42866 0.05
H 1.86284 -2.97982 3.81649 -0.02
H 2.54464 -5.42404 3.82932 0.06
H 4.20369 -4.98811 3.64156 0.05
Br 0.59837 -1.46558 1.98409 0.64
C -0.90842 -0.58591 1.07676 -0.66
C -0.51756 0.85853 0.79729 -0.64
Br 0.76930 1.27565 -0.65091 0.68
H -1.82186 -0.72589 1.65482 0.03
H -1.02648 -1.04885 0.09705 0.01
H -0.09368 1.38524 1.65228 0.05
H -1.40538 1.39485 0.46228 0.03
Br -3.27471 5.40456 -1.59300 0.50
C -1.33014 4.86248 -1.99332 -0.62
C -1.07627 3.43474 -2.38562 -0.69
Br -2.16414 2.87727 -3.97342 0.57
H -0.82644 5.07995 -1.05146 0.02
H -0.92682 5.63276 -2.65067 0.06
H -1.25711 2.75255 -1.55493 -0.01
H -0.07129 3.21584 -2.74646 0.00
Br 2.59223 4.42190 3.24320 0.62
C 3.02809 4.95147 1.40817 -0.68
C 1.81520 4.54725 0.54389 -0.70
Br 2.31450 4.73900 -1.35927 0.63
H 3.91366 4.39520 1.10085 0.05
H 3.16844 6.02757 1.30613 0.06
H 0.94331 5.15170 0.79396 0.06
H 1.57255 3.51926 0.81305 -0.02
Br 2.24966 -7.44632 -1.65708 0.57
C 2.07431 -5.44841 -1.75594 -0.70
C 0.72728 -5.12217 -1.13277 -0.64
Br 0.45674 -3.12784 -1.46366 0.57
H 2.20245 -5.18931 -2.80691 0.05
H 2.91325 -4.95265 -1.26755 0.00
H 0.83214 -5.26984 -0.05792 -0.01
H -0.15117 -5.66496 -1.48180 0.06
Br -4.98284 -1.81490 -2.81168 0.54
C -4.73324 0.16990 -2.56761 -0.64
C -5.40346 0.66077 -1.26932 -0.62
Br -4.39780 0.09695 0.35947 0.60
H -5.01326 0.70545 -3.47473 0.06
H -3.64856 0.27119 -2.53166 0.01
H -6.40224 0.24601 -1.13325 0.05
H -5.40361 1.74950 -1.32193 0.06
```

Output
Energy   -31359.777492 Eh
Energy above the lowest of the compared OMol25 structures with the same formula, charge and spin   129.86 kJ/mol
HOMO   -0.3706 Eh
Largest force on an atom   1.75 eV Å⁻¹
LUMO level   0.20 eV
Multiplicity   1

Record 3
Molecular formula: C3H10N3O
Method: DFT, ωB97M-V with the def2-TZVPD basis set

Geometry as XYZ:
```
17
Properties=species:S:1:pos:R:3:lowdin_charge:R:1
C 1.85637 -1.11752 1.15502 -0.32
C -0.60137 -0.94393 -0.99748 -0.01
C 0.07046 -0.00204 0.04364 -0.33
N -1.12492 0.92455 0.47405 -0.01
N 0.62759 -0.79093 1.08921 0.15
N -1.62411 1.98921 -0.37759 0.11
O 3.01521 -0.67166 0.67783 0.09
H 1.92937 -2.13473 1.53200 0.14
H -0.81028 -0.39978 -1.93645 0.09
H -1.51909 -1.30400 -0.40448 0.11
H -0.00556 -1.87811 -1.21230 0.12
H 0.64997 0.55324 -0.59933 0.12
H -1.97149 0.28473 0.52425 0.18
H 3.17822 0.23657 0.41482 0.12
H -0.76207 2.44136 -0.68165 0.11
H -2.11697 1.63231 -1.20351 0.12
H -0.79133 1.18073 1.50194 0.23
```

Output
Energy   -359.298398 Eh
Energy above the lowest of the compared OMol25 structures with the same formula, charge and spin   297.15 kJ/mol
HOMO (spin up / spin down)   -0.3491 / -0.5647 Eh
Largest force on an atom   9.87 eV Å⁻¹
Net charge   +1
LUMO level (spin up / spin down)   -3.42 / -6.76 eV
Multiplicity   3

Record 4
Molecular formula: C23H43N2O8P2
Method: DFT, ωB97M-V with the def2-TZVPD basis set

Geometry as XYZ:
```
78
Properties=species:S:1:pos:R:3:lowdin_charge:R:1
C -2.38348 1.42047 -5.22034 -0.10
C -0.84164 1.68182 -5.14438 -0.23
C -0.42293 2.19245 -3.75061 -0.18
C 0.87034 1.50806 -3.20031 -0.11
C 0.59895 0.33613 -2.30244 -0.09
C -0.50843 -0.43273 -2.57498 0.06
C -0.81773 -1.51117 -1.81826 -0.28
N -1.96571 -2.30732 -2.09118 -0.04
C -3.12106 -1.51584 -2.57572 -0.02
C -1.65356 -3.32381 -3.09064 -0.44
C -0.19785 -3.66040 -3.39724 0.03
O -2.54611 -3.91828 -3.65225 0.12
N -0.03142 -1.85297 -0.79629 -0.04
P -0.38433 -3.27454 0.30382 1.00
C -1.51504 -2.50060 1.54077 -0.20
O -1.20535 -4.43844 -0.49537 -0.26
C 1.08535 -1.13731 -0.51263 -0.16
C 1.98650 -1.57124 0.62458 -0.09
C 2.85694 -2.80221 0.25072 -0.23
O 4.05719 -2.75072 0.37339 0.08
C 1.42762 -0.02826 -1.23012 -0.08
C 2.66201 0.80010 -0.94977 -0.10
C 2.59717 1.64064 0.34298 -0.17
C 1.41063 2.60361 0.41944 -0.14
C 1.57063 3.91681 -0.39911 -0.21
O 2.90405 4.19494 -0.77870 -0.18
C 3.09638 4.41208 -2.16612 -0.09
H -2.88029 1.69668 -4.28693 0.07
H -2.61742 0.36929 -5.40518 0.06
H -2.84831 2.00653 -6.01219 0.07
H -0.62580 2.40236 -5.93089 0.11
H -0.36693 0.73476 -5.41256 0.10
H -1.20496 2.04249 -3.00510 0.10
H -0.18835 3.25471 -3.82750 0.11
H 1.47412 2.27976 -2.73796 0.07
H 1.40675 1.10850 -4.07021 0.14
H -1.10699 -0.14037 -3.42262 0.11
H -3.32309 -0.68072 -1.90982 0.10
H -3.98734 -2.17129 -2.61632 0.10
H -2.97479 -1.17320 -3.60237 0.08
H 0.27293 -2.85421 -3.96357 0.10
H 0.36938 -3.83419 -2.48111 0.06
H -0.15986 -4.58936 -3.95723 0.10
H -1.88128 -1.53711 1.17975 0.05
H -2.31371 -3.17975 1.83590 0.06
H -0.86812 -2.28195 2.39494 0.02
H -2.15760 -4.31957 -0.35607 0.07
H 2.70498 -0.79661 0.85669 0.09
H 1.42518 -1.73699 1.54829 0.11
H 2.33622 -3.71265 -0.10104 0.09
H 2.90080 1.48341 -1.75800 0.09
H 3.52077 0.12070 -0.90041 0.13
H 2.56780 1.02990 1.24746 0.10
H 3.53870 2.18683 0.41138 0.12
H 1.32526 2.90055 1.46762 0.11
H 0.45207 2.13188 0.18047 0.11
H 0.86206 3.91974 -1.23612 0.10
H 1.25054 4.73857 0.25112 0.12
H 3.92357 5.10527 -2.31176 0.09
H 2.20411 4.77777 -2.68173 0.09
H 3.39351 3.45888 -2.63021 0.08
C -0.89046 -2.09164 7.42950 -0.08
O -0.71267 -1.83544 6.02876 -0.20
P -0.95328 -0.39654 5.43362 0.32
O -0.42539 -0.21854 4.07705 -0.25
O -0.37264 0.61324 6.51538 -0.22
C 1.05191 0.70512 6.66007 -0.08
O -2.51166 -0.18335 5.58077 -0.20
C -3.04064 1.08393 5.15935 -0.08
H 0.08969 -2.17414 7.89770 0.09
H -1.46135 -1.30641 7.92182 0.09
H -1.41261 -3.03796 7.54434 0.09
H 1.57205 0.29863 5.79267 0.09
H 1.35654 0.16157 7.55408 0.09
H 1.31582 1.75322 6.77470 0.09
H -2.50475 1.46474 4.28976 0.08
H -2.96807 1.79901 5.97774 0.09
H -4.08548 0.94269 4.89669 0.09
```

Output
Energy   -2296.180741 Eh
HOMO   -0.4440 Eh
Largest force on an atom   2.25 eV Å⁻¹
Net charge   +1
LUMO level   -3.48 eV
Multiplicity   1